ORCA calculation (the ωB97M-V functional and the def2-TZVPD basis) on a single C16H23BrO6 molecule.

Output
**Frontier orbital gap**: 8.8 eV
**SMILES**: Brc1ccc2c(c1)OCCOCCOCCOCCOCCO2
**Highest occupied orbital energy**: -8.066 eV
**Total energy**: -99290.01190 eV

ORCA input file:
```
! RIJCOSX wB97M-V def2-TZVPD def2/J DEFGRID3
* xyz 0 1
Br -3.7311 -1.9891 2.4023
C -2.7028 -0.7941 1.3371
C -2.5497 -1.0385 -0.0122
C -1.7999 -0.1536 -0.7663
C -1.2024 0.9688 -0.2019
C -1.3312 1.1780 1.1874
C -2.0977 0.2934 1.9366
O -0.7932 2.2174 1.8925
C 0.5077 2.6733 1.5772
C 1.5651 1.5748 1.7298
O 1.4851 0.7252 0.6086
C 2.0540 -0.5494 0.7416
C 3.5894 -0.5639 0.6357
O 4.0788 -0.1709 -0.6275
C 4.3636 -1.1960 -1.5462
C 3.1414 -1.9134 -2.1540
O 2.1155 -1.0744 -2.6207
C 2.4185 -0.3042 -3.7680
C 2.9645 1.1082 -3.4646
O 1.9965 2.1306 -3.5627
C 1.2769 2.4121 -2.3882
C 0.1100 1.4502 -2.1309
O -0.5198 1.8848 -0.9381
H -3.0113 -1.8968 -0.4745
H -1.6968 -0.3325 -1.8245
H -2.1965 0.4738 2.9957
H 0.5521 3.0754 0.5619
H 0.6968 3.4673 2.3034
H 2.5576 2.0425 1.8030
H 1.3739 1.0061 2.6525
H 1.6153 -1.1295 -0.0723
H 1.7677 -1.0021 1.7042
H 4.0040 0.1562 1.3491
H 3.9555 -1.5655 0.8972
H 5.0015 -1.9636 -1.0810
H 4.9332 -0.7040 -2.3395
H 3.5110 -2.5567 -2.9685
H 2.6667 -2.5499 -1.4024
H 3.1303 -0.8520 -4.3983
H 1.4793 -0.1967 -4.3192
H 3.4196 1.1185 -2.4678
H 3.7198 1.3647 -4.2137
H 1.9384 2.3870 -1.5122
H 0.8852 3.4255 -2.5142
H 0.4943 0.4337 -2.0079
H -0.5930 1.4842 -2.9742
*
```

Here are the natural (NBO) charges for atoms 1 to 6, given in e: number 1, Br, carries 0.0391; number 2, C, carries -0.0855; number 3, C, carries -0.2520; number 4, C, carries -0.2608; number 5, C, carries 0.2511; number 6, C, carries 0.3374